a.
A single C5H7N3O2 molecule, computed with ωB97M-V/def2-TZVPD.

Each line ends with the natural charge from an NBO analysis.
Cartesian coordinates (Å):
1 C -0.22432 -1.14173 -1.78927  -0.38
2 C 0.74594 -0.30369 -1.80886  -0.04
3 C -1.47101 -1.00457 -0.92818  0.14
4 C -1.13613 0.29382 1.14904  -0.32
5 C 0.35845 0.47007 0.86436  0.34
6 N -1.80077 -0.54344 0.17900  -0.38
7 N 1.34514 -0.51124 1.25546  -0.79
8 N 0.69628 1.69210 0.22277  0.43
9 O -0.24367 2.41686 -0.04702  -0.41
10 O 1.89903 1.97694 0.10613  -0.46
11 H -0.27269 -2.04183 -2.26145  0.21
12 H 1.77018 -0.08479 -1.86115  0.21
13 H -2.29564 -1.46448 -1.51835  0.17
14 H -1.21808 -0.10805 2.19399  0.21
15 H -1.64653 1.29253 1.10693  0.28
16 H 1.24496 -0.65792 2.23704  0.39
17 H 2.24885 -0.28059 0.89955  0.41

Results
Frontier orbital gap (spin up / spin down)   7.407 / 8.252 eV
HOMO level (spin up / spin down)   -8.57 / -8.43 eV
Molar mass   141.1 g mol⁻¹

b.
A single C5H7N3O2 molecule, computed with ωB97M-V/def2-TZVPD.

Each line ends with the natural charge from an NBO analysis.
Cartesian coordinates (Å):
1 H -0.84021 -2.58980 -1.01943  0.39
2 N -0.20679 -1.75770 -0.64831  -0.64
3 C 0.04061 -1.45087 0.53298  0.10
4 C 0.94620 -0.27443 0.70758  -0.23
5 N 2.20337 -0.54413 0.11503  0.12
6 O 2.04215 -0.94786 -1.04595  -0.27
7 C 0.36462 1.11563 -0.22708  0.05
8 C 1.23045 2.11889 0.06961  0.23
9 N 2.00852 2.91606 0.26338  -0.24
10 O -0.87827 1.53041 0.08496  -0.47
11 C -1.86773 0.58214 -0.25890  -0.26
12 H -0.20649 -2.05020 1.48517  0.18
13 H 1.20347 -0.05214 1.80184  0.22
14 H 0.35486 0.52576 -1.15255  0.26
15 H -1.58307 -0.09977 -1.04972  0.21
16 H -2.79104 1.15267 -0.33166  0.21
17 H -2.02063 -0.17465 0.67305  0.16

Results
Frontier orbital gap (spin up / spin down)   8.257 / 8.256 eV
HOMO level (spin up / spin down)   -9.07 / -9.07 eV
Molar mass   141.1 g mol⁻¹

c.
A single C5H7N3O2 molecule, computed with ωB97M-V/def2-TZVPD.

Each line ends with the natural charge from an NBO analysis.
Cartesian coordinates (Å):
1 N 0.16064 1.26002 -3.08168  -0.31
2 C -0.20807 0.93491 -2.03246  0.28
3 C -0.63780 0.67866 -0.64161  -0.35
4 C -1.03376 -0.79768 -0.33346  -0.43
5 C -0.10313 -1.53535 0.64896  0.19
6 O 1.07885 -1.77927 -0.05349  -0.72
7 N 0.17635 -0.83240 1.83624  -0.15
8 N 0.44590 0.39164 1.69188  -0.11
9 C 0.54192 1.05242 0.48176  0.20
10 O 0.43580 2.44341 0.65973  -0.73
11 H -1.55952 1.35791 -0.57880  0.28
12 H -2.10937 -0.88930 0.10067  0.23
13 H -1.04424 -1.44110 -1.20062  0.25
14 H -0.58381 -2.62139 0.89617  0.17
15 H 1.81079 -1.94322 0.56883  0.48
16 H 1.50912 0.69514 0.12450  0.22
17 H 1.12033 3.02561 0.91340  0.50

Results
Frontier orbital gap   9.452 eV
HOMO level   -9.69 eV
Molar mass   141.1 g mol⁻¹

Name the least stable of them. a.

a.
3 unconnected molecules or ions with the total composition C6H18O2, computed with ωB97M-V/def2-TZVPD.

Each line ends with the natural charge from an NBO analysis.
Cartesian coordinates (Å):
1 C 1.12889 1.22473 -1.25928  -0.62
2 C 1.59215 0.36937 -0.04820  -0.41
3 C 0.36346 -0.21745 0.63593  -0.21
4 C 0.62246 -1.73951 0.86938  -0.60
5 C 0.12574 0.52579 2.03548  -0.41
6 C -1.12430 1.33366 2.07415  -0.63
7 H 1.03474 0.44720 -2.05300  0.22
8 H 0.32789 1.87220 -0.85574  0.20
9 H 1.92008 1.88229 -1.61091  0.21
10 H 2.27430 0.91397 0.56005  0.21
11 H 2.32828 -0.40736 -0.27390  0.20
12 H -0.65749 -0.17860 0.19832  0.19
13 H -0.00167 -1.96397 1.71833  0.20
14 H 1.67114 -1.94457 1.14653  0.20
15 H 0.36087 -2.31394 0.01078  0.21
16 H 0.29949 -0.34909 2.64282  0.21
17 H 0.92839 1.18473 2.37889  0.20
18 H -2.03686 0.75525 1.92546  0.21
19 H -1.21967 2.09698 2.85825  0.22
20 H -1.36759 1.92102 1.16821  0.20
21 O -1.36420 -2.53570 -2.37458  -0.93
22 H -2.01814 -2.09435 -2.93073  0.48
23 H -0.66164 -1.87903 -2.28235  0.45
24 O -1.61350 0.25641 -2.51064  -0.95
25 H -1.66309 1.16179 -2.17881  0.48
26 H -1.24973 -0.32182 -1.84441  0.47

Results
Frontier orbital gap   10.864 eV
HOMO level   -10.11 eV
Molar mass   122.2 g mol⁻¹

b.
3 unconnected molecules or ions with the total composition C6H18O2, computed with ωB97M-V/def2-TZVPD.

Each line ends with the natural charge from an NBO analysis.
Cartesian coordinates (Å):
1 C -0.55214 2.28570 -0.10230  -0.61
2 C -0.71589 1.17896 0.99247  -0.39
3 C -0.25482 -0.14201 0.65310  -0.27
4 C 1.29116 -0.10278 0.47072  -0.60
5 C -0.72722 -1.04888 1.75400  -0.39
6 C 0.21635 -2.28799 1.85670  -0.62
7 H -0.28136 3.36756 0.35634  0.21
8 H 0.18279 1.86159 -0.79366  0.18
9 H -1.47512 2.51183 -0.57058  0.21
10 H -1.83898 1.03062 1.27579  0.20
11 H -0.25837 1.57324 2.03676  0.21
12 H -0.71655 -0.63751 -0.22508  0.22
13 H 1.76422 -1.08260 0.13982  0.22
14 H 1.96354 0.37269 1.31931  0.22
15 H 1.39497 0.46378 -0.52719  0.16
16 H -0.67340 -0.70012 2.86179  0.20
17 H -1.74555 -1.13862 1.52205  0.21
18 H 0.74883 -2.36441 0.98419  0.20
19 H 0.88407 -2.18354 2.82778  0.21
20 H -0.22531 -3.29400 1.69295  0.22
21 O 1.19931 0.88227 -3.01905  -0.97
22 H 2.05489 0.67197 -3.49029  0.49
23 H 1.39588 1.13545 -2.01309  0.48
24 O -1.21694 -1.16424 -3.43221  -0.95
25 H -1.93763 -0.66886 -3.23480  0.45
26 H -0.47671 -0.52011 -3.33554  0.49

Results
Frontier orbital gap   11.317 eV
HOMO level   -10.74 eV
Molar mass   122.2 g mol⁻¹

Name the least stable of them. b.